Molecular formula: C4H5N2OP
Method: DFT, ωB97M-V/def2-TZVPD

Output
**<S²>**: 2.040
**Gap between HOMO and LUMO (spin up / spin down)**: 6.134 / 6.841 eV
**E_LUMO (spin up / spin down)**: -0.40 / -2.54 eV
**Relative energy (zero: lowest compared OMol25 entry of this formula, charge and spin)**: 13.8 kJ/mol

Structure (ORCA input):
```
! wB97M-V def2-TZVPD RIJCOSX def2/J DEFGRID3
* xyz 0 3
C 2.099 -1.133 -0.830
C 1.177 -0.340 -0.279
C -0.220 -0.376 -0.669
C -1.189 0.393 0.271
N 3.450 -1.179 -0.767
N 4.300 -0.831 0.027
O -0.643 -1.104 -1.561
P 5.625 -0.411 0.527
H 1.700 -1.635 -1.620
H -0.828 1.375 0.174
H -0.974 0.232 1.237
H -2.218 0.206 0.085
H 1.309 0.223 0.642
*
```

Want to see where the charge sits? The Löwdin charges in e are: atom 1 (C): -0.117, atom 2 (C): -0.014, atom 3 (C): -0.421, atom 4 (C): 0.004, atom 5 (N): 0.000, atom 6 (N): -0.573, atom 7 (O): 0.064, atom 8 (P): 0.675, atom 9 (H): 0.083, atom 10 (H): 0.071, atom 11 (H): 0.032, atom 12 (H): 0.081, atom 13 (H): 0.115

---

Molecular formula: C4H5N3
Method: DFT, ωB97M-V/def2-TZVPD

Output
**Gap between HOMO and LUMO**: 11.017 eV
**E_LUMO**: 0.00 eV
**Relative energy (zero: lowest compared OMol25 entry of this formula, charge and spin)**: 234.0 kJ/mol

Structure (ORCA input):
```
! wB97M-V def2-TZVPD RIJCOSX def2/J DEFGRID3
* xyz 0 1
N 2.647 0.473 1.153
C 3.601 -0.161 1.406
C 0.110 -0.245 -0.666
C -1.236 -0.857 -0.871
N -2.119 -0.017 -0.086
C -1.350 0.858 0.438
N 0.037 0.767 0.124
H 1.056 -0.594 -1.071
H -1.546 -0.881 -1.923
H -1.261 -1.891 -0.500
H -1.696 1.647 1.098
H 1.759 0.902 0.897
*
```

Want to see where the charge sits? The Löwdin charges in e are: atom 1 (N): 0.017, atom 2 (C): -0.104, atom 3 (C): -0.116, atom 4 (C): -0.198, atom 5 (N): 0.059, atom 6 (C): -0.194, atom 7 (N): 0.042, atom 8 (H): 0.117, atom 9 (H): 0.130, atom 10 (H): 0.134, atom 11 (H): 0.112, atom 12 (H): 0.001

---

Molecular formula: C4H5N3
Method: DFT, ωB97M-V/def2-TZVPD

Output
**Gap between HOMO and LUMO**: 8.075 eV
**E_LUMO**: -0.16 eV
**Relative energy (zero: lowest compared OMol25 entry of this formula, charge and spin)**: 439.8 kJ/mol

Structure (ORCA input):
```
! wB97M-V def2-TZVPD RIJCOSX def2/J DEFGRID3
* xyz 0 1
N -0.347 -1.351 2.625
C -0.422 -1.228 1.475
C -0.469 -0.920 0.061
C -0.982 1.488 -0.263
N 0.229 1.606 -0.717
C 1.049 0.646 -0.979
N 0.817 -0.619 -0.478
H -1.073 -1.603 -0.538
H -1.212 0.184 -0.192
H -1.177 2.091 0.636
H 1.968 0.816 -1.529
H 1.620 -1.108 -0.101
*
```

Want to see where the charge sits? The Löwdin charges in e are: atom 1 (N): 0.134, atom 2 (C): -0.219, atom 3 (C): -0.225, atom 4 (C): -0.006, atom 5 (N): -0.011, atom 6 (C): -0.186, atom 7 (N): 0.005, atom 8 (H): 0.125, atom 9 (H): 0.057, atom 10 (H): 0.067, atom 11 (H): 0.124, atom 12 (H): 0.136

---

Molecular formula: C4H5N3
Method: DFT, ωB97M-V/def2-TZVPD

Output
**Gap between HOMO and LUMO**: 9.365 eV
**E_LUMO**: -0.91 eV
**SMILES string**: [H]/N=C1\N=CN=C1C
**Relative energy (zero: lowest compared OMol25 entry of this formula, charge and spin)**: 146.2 kJ/mol

Structure (ORCA input):
```
! wB97M-V def2-TZVPD RIJCOSX def2/J DEFGRID3
* xyz 0 1
H -0.991 -2.688 -0.381
N -1.048 -1.675 -0.471
C -0.036 -1.055 -0.074
N 1.198 -1.479 0.401
C 1.851 -0.403 0.672
N 1.215 0.813 0.406
C 0.063 0.523 -0.076
C -1.067 1.423 -0.335
H 2.875 -0.406 1.001
H -1.499 1.739 0.618
H -1.831 0.893 -0.901
H -0.730 2.316 -0.861
*
```

Want to see where the charge sits? The Löwdin charges in e are: atom 1 (H): 0.070, atom 2 (N): 0.200, atom 3 (C): -0.390, atom 4 (N): 0.097, atom 5 (C): -0.168, atom 6 (N): 0.108, atom 7 (C): -0.254, atom 8 (C): -0.030, atom 9 (H): 0.111, atom 10 (H): 0.095, atom 11 (H): 0.074, atom 12 (H): 0.087

---

Molecular formula: C4H5N3
Method: DFT, ωB97M-V/def2-TZVPD

Output
**Gap between HOMO and LUMO (spin up / spin down)**: 6.715 / 8.241 eV
**E_LUMO (spin up / spin down)**: -1.88 / -1.17 eV
**Relative energy (zero: lowest compared OMol25 entry of this formula, charge and spin)**: 491.6 kJ/mol

Structure (ORCA input):
```
! wB97M-V def2-TZVPD RIJCOSX def2/J DEFGRID3
* xyz 0 1
N -1.284 -2.272 -1.205
C -1.102 -1.178 -0.860
C -1.160 0.181 -0.451
C -0.515 0.910 0.624
N 0.727 0.814 1.162
C 1.608 0.084 0.443
N 1.312 -0.477 -0.684
H -2.064 0.658 -0.810
H -0.963 1.906 0.732
H -1.277 0.263 1.239
H 2.605 0.039 0.898
H 2.105 -0.937 -1.118
*
```

Want to see where the charge sits? The Löwdin charges in e are: atom 1 (N): 0.161, atom 2 (C): -0.265, atom 3 (C): -0.036, atom 4 (C): -0.319, atom 5 (N): 0.041, atom 6 (C): -0.311, atom 7 (N): 0.094, atom 8 (H): 0.115, atom 9 (H): 0.135, atom 10 (H): 0.213, atom 11 (H): 0.109, atom 12 (H): 0.062

---

Molecular formula: C4H5N3
Method: DFT, ωB97M-V/def2-TZVPD

Output
**Gap between HOMO and LUMO**: 9.837 eV
**E_LUMO**: 0.58 eV
**Relative energy (zero: lowest compared OMol25 entry of this formula, charge and spin)**: 466.0 kJ/mol

Structure (ORCA input):
```
! wB97M-V def2-TZVPD RIJCOSX def2/J DEFGRID3
* xyz 0 1
C 0.536 0.732 -1.226
C -0.022 -0.926 -1.014
C -0.756 -0.356 1.750
C 0.404 0.646 0.210
H -0.107 1.325 -1.898
H 1.664 1.047 -1.732
H 0.710 -1.722 -1.039
H -1.028 -1.190 -1.352
H -1.347 -1.179 2.254
N -0.533 -0.311 0.411
N -0.048 0.577 2.291
N 0.527 1.358 1.344
*
```

Want to see where the charge sits? The Löwdin charges in e are: atom 1 (C): -0.029, atom 2 (C): 0.060, atom 3 (C): -0.195, atom 4 (C): -0.445, atom 5 (H): 0.089, atom 6 (H): 0.167, atom 7 (H): 0.088, atom 8 (H): 0.090, atom 9 (H): 0.133, atom 10 (N): 0.001, atom 11 (N): -0.017, atom 12 (N): 0.058

---

Molecular formula: C4H5N3
Method: DFT, ωB97M-V/def2-TZVPD

Output
**Gap between HOMO and LUMO (spin up / spin down)**: 8.088 / 8.089 eV
**E_LUMO (spin up / spin down)**: 0.53 / 0.53 eV
**Relative energy (zero: lowest compared OMol25 entry of this formula, charge and spin)**: 476.2 kJ/mol

Structure (ORCA input):
```
! wB97M-V def2-TZVPD RIJCOSX def2/J DEFGRID3
* xyz 0 1
N -0.430 -0.307 2.298
C -0.878 -0.634 1.091
N -1.288 0.231 0.225
C -0.968 0.576 -0.962
C 0.337 0.269 -1.549
C 1.525 -0.163 -0.860
N 0.990 -1.275 -1.030
H -0.230 -1.059 2.938
H -0.240 0.635 2.620
H -1.738 0.993 -1.615
H 0.424 0.550 -2.603
H 2.497 0.184 -0.553
*
```

Want to see where the charge sits? The Löwdin charges in e are: atom 1 (N): 0.058, atom 2 (C): -0.213, atom 3 (N): 0.025, atom 4 (C): -0.179, atom 5 (C): -0.155, atom 6 (C): -0.231, atom 7 (N): 0.201, atom 8 (H): 0.082, atom 9 (H): 0.096, atom 10 (H): 0.104, atom 11 (H): 0.107, atom 12 (H): 0.103

---

Molecular formula: C4H5N3
Method: DFT, ωB97M-V/def2-TZVPD

Output
**Gap between HOMO and LUMO**: 8.114 eV
**E_LUMO**: -0.39 eV
**SMILES string**: [H]/N=N\c1ccc[nH]1
**Relative energy (zero: lowest compared OMol25 entry of this formula, charge and spin)**: 403.7 kJ/mol

Structure (ORCA input):
```
! wB97M-V def2-TZVPD RIJCOSX def2/J DEFGRID3
* xyz 0 1
H 2.172 1.077 0.205
N 2.875 0.169 0.202
N 1.970 -0.752 -0.163
C 0.642 -0.360 -0.297
C 0.026 0.931 -0.375
C -1.350 0.881 -0.057
C -1.624 -0.531 0.142
N -0.435 -1.293 -0.160
H 0.760 1.802 -0.126
H -2.082 1.563 0.282
H -2.518 -1.100 0.425
H -0.435 -2.388 -0.078
*
```

Want to see where the charge sits? The Löwdin charges in e are: atom 1 (H): 0.059, atom 2 (N): 0.051, atom 3 (N): -0.049, atom 4 (C): -0.355, atom 5 (C): -0.082, atom 6 (C): -0.079, atom 7 (C): -0.078, atom 8 (N): 0.048, atom 9 (H): 0.113, atom 10 (H): 0.076, atom 11 (H): 0.101, atom 12 (H): 0.195

---

Question: The lowest relative energy (zero: lowest compared OMol25 entry of this formula, charge and spin) belongs to which entry?
Answer: C4H5N2OP

---

Question: relative energy (zero: lowest compared OMol25 entry of this formula, charge and spin) of number 7 (C4H5N3)?
Answer: 476.2 kJ/mol

---

Question: Which value of relative energy (zero: lowest compared OMol25 entry of this formula, charge and spin) does entry 7 give?
Answer: 476.2 kJ/mol

---

Question: Look up the relative energy (zero: lowest compared OMol25 entry of this formula, charge and spin) of the eighth one.
Answer: 403.7 kJ/mol